DFT (ωB97M-V/def2-TZVPD) results for a molecular structure, C41H39AsN3O4STa.

```
90
Properties=species:S:1:pos:R:3:forces:R:3:lowdin_charge:R:1
Ta -0.466411 0.089485 -2.036808 0.015 0.151 -0.011 1.596
O -2.535572 2.755962 -5.011018 -0.006 0.005 0.000 0.060
C -3.818476 2.554109 -4.637557 0.009 0.010 0.012 -0.255
C -4.789417 3.340307 -5.257556 -0.001 0.000 -0.002 -0.015
C -6.120179 3.195944 -4.926933 0.001 -0.001 -0.004 -0.081
C -6.515210 2.263735 -3.969237 -0.001 0.000 0.000 -0.091
C -5.559283 1.483659 -3.355487 0.001 -0.003 0.000 -0.028
C -4.203072 1.608803 -3.673891 -0.006 -0.006 -0.004 -0.076
C -3.220544 0.746908 -2.992779 -0.020 -0.022 0.002 -0.387
O -1.940940 0.915145 -3.281839 -0.022 -0.027 0.067 -0.240
N -3.603629 -0.150524 -2.148022 0.006 -0.014 -0.003 0.094
N -2.484070 -0.832001 -1.681615 -0.042 -0.029 0.012 -0.181
C -2.742428 -1.937835 -1.070165 0.002 0.018 0.003 -0.052
C -1.750344 -2.885394 -0.658563 -0.003 -0.010 0.011 -0.148
C -2.129409 -3.961203 0.162855 0.001 0.000 -0.037 -0.051
C -1.230797 -4.942880 0.498914 0.005 -0.007 -0.025 -0.098
C 0.072421 -4.879897 -0.012475 0.005 0.006 0.013 -0.066
C 0.462180 -3.854674 -0.842343 0.006 0.014 0.011 -0.002
C -0.439418 -2.833128 -1.173141 0.020 0.044 0.040 -0.324
O -0.050049 -1.865022 -1.982430 0.014 -0.046 -0.220 -0.239
H -1.987815 2.156202 -4.466775 0.000 -0.011 -0.014 0.061
H -4.464192 4.060616 -5.996240 -0.001 0.001 0.000 0.117
H -6.860223 3.815791 -5.417185 0.000 0.000 0.000 0.104
H -7.558752 2.152867 -3.708748 0.000 0.001 0.001 0.099
H -5.836891 0.752776 -2.608641 0.000 0.001 0.001 0.109
H -3.791838 -2.174385 -0.910151 0.000 0.000 -0.003 0.142
H -3.145931 -3.993353 0.537468 0.001 0.001 0.003 0.117
H -1.525071 -5.759655 1.143587 -0.001 -0.004 0.005 0.103
H 0.786266 -5.651153 0.248762 -0.001 -0.001 0.000 0.106
H 1.466322 -3.790266 -1.239008 -0.003 -0.006 -0.008 0.120
S -1.201379 0.799363 0.137864 -0.065 0.023 0.043 0.677
C -0.002414 1.713537 1.074330 -0.065 0.022 0.035 -0.638
C 0.094004 3.091207 0.914329 0.006 -0.019 -0.017 -0.121
C 0.937501 3.829267 1.729950 0.012 -0.005 0.005 -0.080
C 1.665742 3.192407 2.723388 -0.004 0.018 -0.008 -0.085
C 1.546586 1.820805 2.899159 0.024 -0.005 -0.013 -0.113
C 0.714163 1.061335 2.082851 0.047 -0.028 0.002 -0.423
As 0.594392 -0.895257 2.218956 -0.006 -0.001 -0.009 1.333
C 1.659886 -1.134294 3.850034 0.024 -0.006 -0.016 -0.408
C 2.918927 -1.712658 3.717648 -0.005 0.010 0.006 -0.132
C 3.737421 -1.897992 4.825108 0.001 -0.006 0.013 -0.089
C 3.295492 -1.515347 6.082322 0.007 -0.004 -0.014 -0.093
C 2.034407 -0.951119 6.227740 -0.011 0.006 0.000 -0.083
C 1.222535 -0.762161 5.118891 0.001 0.003 0.027 -0.107
C -1.164184 -1.056618 3.064245 -0.011 0.010 -0.011 -0.419
C -1.901558 0.010414 3.566755 0.009 -0.018 -0.028 -0.120
C -3.146045 -0.205524 4.142975 -0.010 -0.004 0.009 -0.082
C -3.663555 -1.490649 4.228080 -0.010 0.013 0.001 -0.093
C -2.932347 -2.560777 3.732605 0.021 -0.001 0.001 -0.091
C -1.691560 -2.341681 3.150413 0.011 -0.011 0.001 -0.130
H -0.503806 3.578419 0.154723 0.007 -0.001 -0.009 0.102
H 1.013216 4.900905 1.596012 0.004 0.000 0.000 0.103
H 2.321905 3.761612 3.369688 -0.002 0.002 0.001 0.102
H 2.116257 1.338039 3.683152 -0.002 0.003 -0.001 0.095
H 3.265212 -2.028419 2.740083 -0.001 0.013 -0.014 0.074
H 4.715655 -2.346344 4.704774 0.001 0.000 0.001 0.101
H 3.928174 -1.661237 6.948567 0.000 0.000 0.000 0.100
H 1.681775 -0.657034 7.208434 0.002 -0.002 0.003 0.102
H 0.240372 -0.321241 5.243603 0.009 -0.008 0.001 0.099
H -1.507667 1.017710 3.506231 0.007 0.029 -0.024 0.101
H -3.713372 0.633640 4.525628 -0.001 0.001 0.000 0.102
H -4.634082 -1.656574 4.678223 0.000 0.001 -0.002 0.099
H -3.328968 -3.566789 3.795753 -0.002 -0.006 0.004 0.100
H -1.131173 -3.180889 2.751198 -0.011 0.032 0.019 0.084
N 1.562039 0.824020 -5.705873 -0.025 0.019 -0.009 0.216
C 1.068985 0.913354 -4.474617 0.049 -0.048 0.025 -0.474
O 0.430937 -0.053090 -4.000595 0.063 -0.042 -0.020 -0.093
C 1.312511 2.127124 -3.638389 0.010 0.012 -0.013 -0.180
C 0.302522 2.184889 -2.492873 0.018 -0.065 -0.026 -0.294
H 1.414691 -0.016635 -6.239509 0.003 -0.002 0.002 0.129
H 2.061389 1.592245 -6.115953 -0.003 0.001 -0.001 0.121
H 1.348921 3.016656 -4.275107 0.007 0.003 0.006 0.119
H 2.317894 1.977206 -3.227613 -0.006 -0.013 0.008 0.116
H -0.543772 2.821939 -2.762358 0.011 0.010 -0.009 0.052
H 0.789117 2.621705 -1.624406 -0.012 0.010 0.031 0.031
C 5.051864 0.695261 -1.466930 0.004 -0.001 -0.004 -0.058
C 4.118897 0.071612 -0.419667 0.031 0.007 -0.101 -0.621
C 4.258644 0.835223 0.900186 -0.004 0.014 0.009 -0.044
C 4.493717 -1.401655 -0.209270 -0.003 -0.004 -0.006 -0.050
C 2.730976 0.147577 -0.905359 0.001 -0.087 0.002 -0.096
C 1.586570 0.134201 -1.312558 -0.092 0.077 0.215 -0.144
H 6.090283 0.625939 -1.134363 0.000 0.000 -0.001 0.082
H 4.808879 1.748491 -1.618113 0.000 -0.002 -0.001 0.082
H 4.959129 0.177603 -2.423095 0.001 0.000 -0.002 0.082
H 5.297375 0.805238 1.239320 -0.003 0.002 -0.003 0.088
H 3.632158 0.392417 1.672962 -0.020 -0.027 0.039 0.057
H 3.955451 1.876372 0.782173 -0.003 0.004 0.001 0.088
H 5.505493 -1.482647 0.196003 -0.002 0.000 0.002 0.085
H 4.450667 -1.946522 -1.153508 0.000 0.000 0.000 0.085
H 3.795944 -1.875514 0.482805 0.006 0.007 0.001 0.063
```
Positions in Å, forces in eV/Å.

Values from the calculation:
Highest occupied orbital energy in eV: -8.0
Gap between HOMO and LUMO in eV: 7.5
E_LUMO in eV: -0.4820
Maximum force in hartree/bohr: 0.005
Total charge: 0



DFT (ωB97M-V/def2-TZVPD) results for a molecular structure, C41H39CdN9O2SSe.

```
94
Properties=species:S:1:pos:R:3:forces:R:3:lowdin_charge:R:1
Cd -0.375150 -0.693686 0.604666 0.487 0.073 0.278 1.207
C -3.229855 -5.666249 0.302697 0.003 0.017 0.012 -0.135
C -3.954000 -4.878820 1.191244 0.002 -0.012 -0.010 -0.119
C -3.382184 -3.759111 1.771254 -0.013 0.022 -0.002 -0.056
C -2.057196 -3.390961 1.487718 0.018 -0.008 0.021 -0.333
C -1.339593 -4.192733 0.593681 0.018 -0.029 0.004 -0.033
C -1.919697 -5.307837 0.010408 -0.005 -0.004 0.002 -0.099
N -1.494276 -2.222436 1.992421 -0.027 -0.107 -0.059 -0.016
C -1.599759 -1.934011 3.288359 -0.048 0.116 0.015 -0.262
C -1.843058 -2.903690 4.314582 0.005 0.010 0.031 -0.038
C -1.869481 -2.555965 5.636525 -0.004 -0.002 -0.003 -0.116
C -1.671669 -1.226617 6.061353 0.006 0.009 0.021 -0.132
C -1.461071 -0.262107 5.109625 -0.007 0.007 -0.011 -0.052
C -1.445400 -0.584759 3.746107 0.014 -0.038 -0.081 -0.242
N -1.275365 0.368476 2.753096 -0.272 -0.002 -0.008 -0.070
N -1.372484 1.567069 3.084964 0.088 0.104 0.038 0.046
C -1.162713 2.491396 2.025952 -0.030 -0.079 0.076 -0.379
C -1.027791 3.821176 2.419601 0.010 0.006 0.038 -0.031
C -0.840346 4.784072 1.450239 0.005 0.011 -0.021 -0.089
C -0.820369 4.392636 0.118597 0.003 -0.012 0.013 -0.078
C -0.977753 3.045746 -0.170188 0.006 0.006 -0.018 -0.148
N -1.135700 2.106111 0.756940 -0.047 -0.022 -0.057 0.096
H -3.681607 -6.536547 -0.158097 -0.003 0.000 -0.002 0.080
H -4.983590 -5.130532 1.422922 -0.002 0.001 0.001 0.087
H -3.962408 -3.136224 2.442080 -0.001 -0.001 -0.003 0.111
H -0.315437 -3.919197 0.384585 0.018 0.017 -0.010 0.082
H -1.334048 -5.905058 -0.679704 0.002 0.001 -0.001 0.093
H -1.961216 -3.939661 4.026871 -0.001 0.005 -0.013 0.103
H -2.021238 -3.334902 6.377219 0.001 0.004 0.007 0.089
H -1.659127 -0.979484 7.115312 -0.004 -0.007 0.001 0.078
H -1.283994 0.770218 5.381107 -0.010 -0.005 -0.004 0.096
H -1.052349 4.051074 3.475677 -0.002 0.007 -0.005 0.102
H -0.710926 5.824225 1.724820 -0.001 0.001 0.000 0.096
H -0.681981 5.104435 -0.684038 -0.002 0.005 0.003 0.094
H -0.978258 2.710635 -1.200871 0.003 -0.014 -0.004 0.082
S -2.432874 -0.855021 -1.012627 0.061 0.041 -0.010 0.512
C -1.937551 0.268730 -2.230171 -0.012 -0.053 0.040 -0.841
N -2.722616 0.881504 -3.056622 0.025 0.003 -0.012 0.023
N -4.041200 0.621490 -2.897732 -0.041 0.040 0.018 -0.035
C -4.977727 1.318180 -3.614770 0.029 -0.035 0.011 -0.251
C -6.338627 1.113244 -3.345938 -0.019 0.003 -0.001 -0.045
C -7.305909 1.784603 -4.070168 0.000 0.001 0.004 -0.125
C -6.953986 2.676023 -5.078037 0.012 0.002 -0.001 -0.142
C -5.604565 2.880102 -5.341471 -0.011 -0.006 0.007 -0.119
C -4.620292 2.217864 -4.627410 0.001 0.016 -0.019 -0.039
N -0.587805 0.653193 -2.499522 0.035 0.032 0.043 0.015
N 0.264084 0.362308 -1.654431 -0.159 0.030 -0.098 0.000
C 1.582760 0.799555 -2.006466 -0.010 -0.020 -0.018 -0.244
C 2.643482 0.184658 -1.361751 0.005 -0.061 0.008 -0.016
C 3.943789 0.548412 -1.684765 -0.025 -0.008 -0.044 -0.065
C 4.176662 1.540138 -2.624112 -0.023 -0.008 0.008 -0.095
C 3.104771 2.172619 -3.248827 0.017 0.002 0.004 -0.104
C 1.806392 1.801916 -2.947810 -0.025 0.042 -0.013 -0.045
H -4.304936 0.072975 -2.082826 -0.002 -0.007 -0.016 0.045
H -6.621792 0.421353 -2.561203 -0.004 -0.001 0.000 0.106
H -8.351147 1.610123 -3.842168 0.000 -0.001 0.002 0.091
H -7.714188 3.201100 -5.642007 -0.002 0.000 -0.002 0.081
H -5.308257 3.573130 -6.120771 0.002 0.001 -0.001 0.091
H -3.571504 2.378124 -4.829114 0.001 0.000 -0.002 0.093
H 2.438666 -0.573826 -0.616716 0.005 -0.006 -0.021 0.074
H 4.766853 0.073387 -1.166172 -0.010 0.009 -0.015 0.104
H 5.192674 1.840069 -2.853963 0.003 0.000 -0.003 0.093
H 3.283891 2.962090 -3.969871 0.004 -0.001 -0.003 0.088
H 0.959852 2.274018 -3.427543 0.004 -0.001 0.002 0.096
N 0.259894 -2.636033 -2.465118 0.027 0.008 -0.064 0.002
C 1.276309 -3.541983 -1.957183 -0.001 -0.012 -0.023 -0.222
C 1.853705 -3.155470 -0.585592 -0.084 0.008 0.078 -0.713
O 2.849615 -3.794336 -0.226755 0.066 0.013 -0.030 -0.028
O 1.258688 -2.259749 0.094329 -0.033 -0.146 -0.176 -0.222
H -0.527129 -2.561486 -1.828506 0.025 0.038 0.022 -0.019
H -0.102499 -2.962043 -3.352845 -0.028 -0.028 0.029 0.058
H 2.116673 -3.562187 -2.654094 0.015 -0.015 0.016 0.103
H 0.941067 -4.585503 -1.842509 -0.014 0.008 -0.012 0.097
C 7.600765 1.499225 0.631933 -0.013 -0.003 0.000 -0.074
C 6.151453 1.258447 0.970706 0.009 0.026 -0.003 -0.310
C 5.713397 0.024184 1.428387 0.001 -0.014 0.037 -0.044
C 4.381219 -0.213659 1.768915 0.003 -0.041 0.004 -0.304
C 3.970745 -1.573117 2.255610 0.025 -0.006 0.009 -0.086
C 3.443051 0.823066 1.643037 -0.056 0.006 -0.009 -0.577
Se 1.633898 0.602575 2.235544 -0.032 0.066 -0.043 0.609
C 3.867533 2.066576 1.139171 0.018 0.013 0.040 -0.325
C 2.887660 3.180766 0.899188 -0.003 -0.015 -0.001 -0.099
C 5.207912 2.267991 0.828008 -0.009 -0.028 -0.001 -0.055
H 8.152722 0.558841 0.588992 0.002 -0.002 0.000 0.064
H 8.087198 2.135478 1.377353 0.003 0.001 0.001 0.067
H 7.706184 1.995514 -0.336189 0.001 0.003 -0.003 0.065
H 6.427468 -0.789118 1.528987 -0.002 -0.003 -0.003 0.104
H 4.843941 -2.217205 2.382274 0.004 0.001 -0.009 0.069
H 3.287165 -2.058082 1.554591 -0.006 0.011 0.017 0.049
H 3.434967 -1.490772 3.203054 0.002 0.000 0.003 0.053
H 2.016571 2.808787 0.355822 0.013 0.005 -0.021 0.042
H 3.353758 3.986399 0.326270 0.007 0.014 0.019 0.067
H 2.503622 3.580399 1.840981 -0.015 -0.008 0.003 0.065
H 5.514635 3.233755 0.432895 0.003 0.002 -0.001 0.107
```
Positions in Å, forces in eV/Å.

Values from the calculation:
Highest occupied orbital energy in eV: -1.9
Gap between HOMO and LUMO in eV: 6.1
E_LUMO in eV: 4.1534
Maximum force in hartree/bohr: 0.011
Total charge: -2